C6H15N3RuS8 | the ωB97M-V functional and the def2-TZVPD basis

**Highest occupied orbital energy (spin up / spin down)**: -3.15 / -3.17 eV
**Charge**: -1
**Spin multiplicity**: 2
**Kohn-Sham gap (spin up / spin down)**: 5.66 / 5.60 eV

Element x y z (Å)
Ru (-0.5046, -0.4242, 1.1594)
C (2.2465, 0.3153, -0.0363)
C (1.6698, 1.5592, 0.6342)
N (0.2136, 1.5085, 0.4669)
C (-0.2267, 1.7913, -0.9145)
C (-1.4958, 1.0300, -1.2605)
N (-1.4320, -0.3729, -0.8256)
C (-0.6712, -1.2914, -1.6833)
C (0.8280, -1.0931, -1.5129)
N (1.2081, -0.7459, -0.1161)
H (3.0777, -0.0647, 0.5568)
H (2.6162, 0.5322, -1.0408)
H (2.0913, 2.4824, 0.2189)
H (1.8752, 1.5254, 1.7015)
H (-0.2561, 2.1390, 1.1113)
H (0.5864, 1.5271, -1.5882)
H (-0.3975, 2.8646, -1.0408)
H (-1.6814, 1.1064, -2.3398)
H (-2.3393, 1.4757, -0.7351)
H (-2.3802, -0.7226, -0.7008)
H (-0.9427, -1.1690, -2.7400)
H (-0.9315, -2.2958, -1.3580)
H (1.1853, -0.3109, -2.1840)
H (1.3491, -2.0158, -1.7820)
H (1.6645, -1.6197, 0.2680)
S (-1.9432, 1.1288, 2.3769)
S (-3.7741, 1.1658, 1.4931)
S (-3.9144, -1.0072, 1.1060)
S (-2.2972, -1.6846, 2.0703)
S (0.4901, -0.3789, 3.2654)
S (2.4530, -0.5624, 3.2353)
S (1.8048, -3.4595, 1.0553)
S (-0.1717, -2.9334, 1.1396)

Partial charges, natural (NBO), in e: Ru 0.1141; C -0.2452; C -0.2461; N -0.5603; C -0.2356; C -0.2477; N -0.5990; C -0.2458; C -0.2353; N -0.6667; H 0.2536; H 0.1785; H 0.1799; H 0.2499; H 0.4361; H 0.1938; H 0.2023; H 0.1811; H 0.2428; H 0.4312; H 0.1747; H 0.2534; H 0.1743; H 0.2347; H 0.4629; S -0.2284; S -0.1700; S -0.1381; S -0.0139; S -0.0256; S -0.3482; S -0.5754; S -0.1822


C27H31N2O6 | the ωB97M-V functional and the def2-TZVPD basis

**SMILES**: CCOC(=O)[C@](C)(/N=C/c1ccccc1)[C@@H](C1=C([O-])OC(C)(C)OC1=O)c1ccc(N(C)C)cc1
**Highest occupied orbital energy**: -3.86 eV
**Charge**: -1
**Kohn-Sham gap**: 6.52 eV

Element x y z (Å)
C (3.8515, 3.6889, 2.1624)
C (2.8429, 3.9330, 1.0703)
O (1.9484, 2.7585, 1.0166)
C (1.0701, 2.7669, 0.0224)
O (1.0371, 3.6098, -0.8827)
C (-0.0667, 1.7039, 0.0284)
C (-1.3769, 2.5504, -0.0804)
N (0.0573, 0.8325, 1.1266)
C (-0.8107, 0.2265, 1.8476)
C (-0.5976, -0.2390, 3.2503)
C (-1.5502, -0.9258, 4.0600)
C (-1.2608, -1.2196, 5.4037)
C (-0.0227, -0.8695, 5.9656)
C (0.9315, -0.2473, 5.1569)
C (0.6596, 0.0471, 3.8150)
C (0.3694, 0.8155, -1.4007)
C (1.5018, -0.1157, -1.5364)
C (1.4786, -1.3119, -2.4401)
O (0.5697, -1.6466, -3.1731)
O (2.6296, -2.0956, -2.5917)
C (3.7578, -1.7730, -1.7871)
C (4.9948, -2.4018, -2.4570)
C (3.5245, -2.2260, -0.3514)
O (3.9447, -0.3316, -1.8401)
C (2.8638, 0.4231, -1.3746)
O (3.1365, 1.5398, -0.9847)
C (-0.9886, 0.1752, -1.7033)
C (-1.3671, -0.9696, -1.0005)
C (-2.6593, -1.4746, -1.1412)
C (-3.5523, -0.9389, -2.0872)
N (-4.8555, -1.4262, -2.2582)
C (-5.8065, -1.4163, -1.1636)
C (-5.1458, -2.3530, -3.3285)
C (-3.1066, 0.1314, -2.8843)
C (-1.8710, 0.7284, -2.6421)
H (4.3559, 4.6264, 2.3656)
H (3.3966, 3.3634, 3.0985)
H (4.6268, 2.9820, 1.8728)
H (2.2083, 4.8130, 1.2897)
H (3.3128, 4.0489, 0.0825)
H (-1.3721, 2.9646, -1.0958)
H (-2.3190, 1.9795, 0.0728)
H (-1.4065, 3.3984, 0.6569)
H (-1.8351, -0.0357, 1.4770)
H (-2.5146, -1.2454, 3.6192)
H (-1.9962, -1.7358, 6.0294)
H (0.2063, -1.0951, 7.0087)
H (1.9110, 0.0123, 5.5480)
H (1.3998, 0.5033, 3.1527)
H (0.4759, 1.7533, -2.0168)
H (5.0900, -2.0697, -3.4929)
H (5.8851, -2.0895, -1.9137)
H (4.9333, -3.4926, -2.4635)
H (2.6359, -1.7317, 0.0629)
H (3.3744, -3.3107, -0.3103)
H (4.3984, -1.9765, 0.2585)
H (-0.6852, -1.4666, -0.3063)
H (-2.9991, -2.2890, -0.5028)
H (-5.6504, -0.4988, -0.5714)
H (-6.8428, -1.4188, -1.5513)
H (-5.6979, -2.2918, -0.4891)
H (-4.4999, -2.1537, -4.1968)
H (-4.9840, -3.4107, -3.0325)
H (-6.1985, -2.2456, -3.6293)
H (-3.7779, 0.5410, -3.6380)
H (-1.5630, 1.6226, -3.2013)

Partial charges, natural (NBO), in e: C -0.6251; C -0.0684; O -0.5009; C 0.8486; O -0.6662; C 0.0331; C -0.6338; N -0.4057; C 0.0839; C -0.0014; C -0.2282; C -0.2266; C -0.2210; C -0.2179; C -0.2020; C -0.1880; C -0.5315; C 0.7751; O -0.6611; O -0.5526; C 0.5306; C -0.6229; C -0.6743; O -0.5584; C 0.7730; O -0.6765; C 0.0056; C -0.2013; C -0.2344; C 0.1245; N -0.4864; C -0.3908; C -0.3880; C -0.2398; C -0.1509; H 0.1997; H 0.2084; H 0.2197; H 0.1732; H 0.2194; H 0.2406; H 0.2142; H 0.2136; H 0.1481; H 0.2126; H 0.2068; H 0.2067; H 0.2075; H 0.2518; H 0.2213; H 0.2245; H 0.2099; H 0.2079; H 0.2510; H 0.2079; H 0.2072; H 0.2236; H 0.1985; H 0.2053; H 0.1850; H 0.1575; H 0.2112; H 0.1589; H 0.1788; H 0.2042; H 0.2045


C15H12Br3FNO4 | the ωB97M-V functional and the def2-TZVPD basis

**SMILES**: C[C@@H](Br)[C@@H](Br)c1cc(C(=O)[O-])c2c(c1CCCF)C(=O)N(Br)C2=O
**Highest occupied orbital energy**: -5.12 eV
**Charge**: -1
**Kohn-Sham gap**: 6.91 eV

Element x y z (Å)
C (3.3303, 1.0375, -0.5921)
C (3.2179, 0.0715, 0.5939)
Br (3.7700, 0.9586, 2.2476)
C (1.8674, -0.6696, 0.6246)
Br (1.6096, -1.6450, 2.3046)
C (0.6219, 0.1416, 0.3607)
C (0.4817, 1.3979, 0.9549)
C (-0.5848, 2.2559, 0.7259)
C (-0.5619, 3.6348, 1.4186)
O (-0.9706, 4.5741, 0.7285)
O (-0.0990, 3.5990, 2.5748)
C (-1.5754, 1.7745, -0.1205)
C (-1.4536, 0.5033, -0.7040)
C (-0.3677, -0.3429, -0.5037)
C (-0.3258, -1.6673, -1.2491)
C (-0.1510, -2.9555, -0.4422)
C (-1.3447, -3.2094, 0.4569)
F (-1.0132, -4.1977, 1.4004)
C (-2.6465, 0.2784, -1.5577)
O (-2.7946, -0.4169, -2.5241)
N (-3.6904, 1.2223, -1.1385)
Br (-4.5117, 0.4489, 0.4008)
C (-2.8641, 2.3684, -0.6028)
O (-3.2456, 3.4860, -0.7236)
H (3.6955, 0.4805, -1.4605)
H (2.3805, 1.4904, -0.8629)
H (4.0577, 1.8146, -0.3726)
H (3.9760, -0.6997, 0.4712)
H (1.9634, -1.4189, -0.1607)
H (1.2406, 1.7665, 1.6339)
H (0.4254, -1.6001, -2.0422)
H (-1.2809, -1.7611, -1.7639)
H (-0.0794, -3.7812, -1.1576)
H (0.7467, -3.0079, 0.1709)
H (-2.1876, -3.6111, -0.1086)
H (-1.6360, -2.3205, 1.0189)

Partial charges, natural (NBO), in e: C -0.6407; C -0.2467; Br 0.0025; C -0.2862; Br 0.0166; C 0.0282; C -0.1979; C -0.0648; C 0.7332; O -0.7157; O -0.7478; C -0.0642; C -0.1817; C -0.0133; C -0.4502; C -0.4398; C 0.0573; F -0.3836; C 0.6734; O -0.5252; N -0.5490; Br 0.1727; C 0.6506; O -0.4354; H 0.2085; H 0.2356; H 0.2368; H 0.2179; H 0.2281; H 0.2549; H 0.2179; H 0.2485; H 0.2037; H 0.2193; H 0.1613; H 0.1752


Which value of charge does entry 1 give? -1


Which value of charge does entry 3 give? -1